Here is an isolated ion of composition C5H11N and charge -1 from the Open Molecules 2025 dataset. Energies are from ωB97M-V with the def2-TZVPD basis set.

```
17
Properties=species:S:1:pos:R:3:forces:R:3
C 0.067 1.019 2.103 0.7 0.2 -0.9
C 0.995 0.210 1.134 0.9 0.3 0.6
C 0.255 -0.730 0.192 0.0 -2.6 2.9
C 0.497 -0.563 -1.247 -1.4 -0.2 -5.1
C -1.692 -0.184 -2.256 2.1 2.7 3.2
N -0.703 -1.016 -2.098 3.0 -0.9 1.2
H 0.200 2.105 1.825 -0.3 -1.0 0.7
H -0.984 0.754 1.870 0.5 0.1 0.6
H 0.376 0.815 3.147 -0.6 0.4 -0.4
H 1.585 0.976 0.588 -0.3 -0.7 -0.1
H 1.755 -0.433 1.664 -0.7 1.0 0.0
H 0.493 -1.796 0.561 0.7 1.0 -1.0
H -0.771 -0.925 0.599 -0.1 1.4 -1.4
H 1.441 -1.120 -1.743 -1.8 0.8 1.6
H 0.625 0.511 -1.638 0.1 -0.6 1.2
H -2.337 -0.452 -2.967 -3.1 -0.8 -2.7
H -1.801 0.829 -1.736 0.2 -1.2 -0.5
```
Forces are in eV/Å.

Calculated values
LUMO level (spin up / spin down) = 4.0 / 4.0 eV
Total charge = -1
Multiplicity = 2
Total energy = -6849.710 eV
Energy relative to the best compared isomer or geometry (same formula, charge and spin) = 48.6 kcal per mole
E_HOMO (spin up / spin down) = 1.11 / -3.48 eV

---

Here is one molecule with the formula C3H7FS from the Open Molecules 2025 dataset. Energies are from ωB97M-V with the def2-TZVPD basis set.

```
12
Properties=species:S:1:pos:R:3:forces:R:3
C 0.860 0.133 1.015 -3.2 1.7 -2.0
C 0.614 0.236 -0.563 0.3 -1.5 1.5
C -0.631 -0.657 -0.949 1.5 0.7 3.7
S -1.930 -0.435 0.332 -0.2 -0.7 -1.1
F -1.913 1.176 0.465 -0.3 0.7 0.0
H -0.136 0.673 1.284 2.5 -1.0 0.9
H 0.919 -0.845 1.443 0.0 -0.6 0.1
H 1.699 0.727 1.255 0.9 0.6 0.5
H 1.572 -0.099 -1.069 -1.4 0.8 -0.1
H 0.294 1.281 -0.643 0.7 -0.2 -0.9
H -0.962 -0.516 -1.918 -0.8 0.1 -1.9
H -0.386 -1.673 -0.651 0.1 -0.5 -0.7
```
Forces are in eV/Å.

Calculated values
LUMO level = 0.7 eV
Multiplicity = 1
Total energy = -16775.669 eV
Energy relative to the best compared isomer or geometry (same formula, charge and spin) = 30.3 kcal per mole
E_HOMO = -8.95 eV

---

Here is a 2-piece molecular cluster, C2H5NOS2 overall from the Open Molecules 2025 dataset. Energies are from ωB97M-V with the def2-TZVPD basis set.

```
11
Properties=species:S:1:pos:R:3:forces:R:3
C -1.259 -0.468 -0.355 -0.7 0.8 1.4
C 0.121 -0.628 0.393 -2.6 -0.8 1.4
H -1.505 1.883 -2.037 1.0 -3.5 -0.2
H -2.007 0.262 0.065 1.4 0.3 -0.3
H -1.949 -1.312 -0.105 1.3 -0.3 -0.8
H 0.557 1.317 0.098 -0.6 2.4 -0.6
H 3.484 -0.233 1.009 -2.2 1.4 0.6
N 1.003 0.507 0.365 2.0 -5.4 2.7
O 0.118 -1.721 0.977 2.3 2.5 -0.7
S -0.956 -0.167 -2.053 -1.4 3.7 -1.1
S 2.394 0.561 1.643 -0.5 -1.1 -2.6
```
Forces are in eV/Å.

Calculated values
LUMO level = -1.6 eV
Multiplicity = 1
Total energy = -27358.505 eV
Energy relative to the best compared isomer or geometry (same formula, charge and spin) = 105.0 kcal per mole
E_HOMO = -9.19 eV

---

Here is a 2-piece molecular cluster, C2H3NO4 overall from the Open Molecules 2025 dataset. Energies are from ωB97M-V with the def2-TZVPD basis set.

```
10
Properties=species:S:1:pos:R:3:forces:R:3
O -2.046 1.368 2.158 -0.8 -0.1 0.5
C -1.391 1.397 1.197 1.2 0.3 -0.6
N -0.500 1.287 0.386 -0.3 -1.4 1.2
O -0.182 1.974 -0.701 0.2 1.7 -2.0
H 0.442 1.459 -1.256 -0.4 -0.4 0.9
O 1.130 -0.541 -1.577 -0.8 0.0 1.6
C 0.726 -1.339 -0.754 0.6 -2.4 -2.5
O 0.786 -1.212 0.554 0.1 -0.6 1.9
H 0.400 -2.381 -1.167 0.1 1.4 1.0
H 0.636 -2.013 1.159 0.1 1.4 -2.0
```
Forces are in eV/Å.

Calculated values
LUMO level = 0.2 eV
Multiplicity = 1
Total energy = -11799.862 eV
Energy relative to the best compared isomer or geometry (same formula, charge and spin) = 79.5 kcal per mole
E_HOMO = -9.40 eV

---

Here is C8H20AsGeNReS4Se2Te as an isolated structure from the Open Molecules 2025 dataset. Energies are from ωB97M-V with the def2-TZVPD basis set.

```
39
Properties=species:S:1:pos:R:3:forces:R:3
Re 0.386 -0.861 0.864 -0.2 0.2 -0.5
S -1.214 3.158 -0.366 0.1 0.2 0.1
As -2.470 2.303 1.156 0.0 -0.2 0.2
S 1.088 1.234 1.340 -0.2 0.1 0.1
S -0.693 0.820 2.243 0.0 -0.3 0.0
S -1.250 4.050 1.591 0.1 0.1 -0.3
C 3.682 0.329 -0.551 0.0 0.0 -0.1
Te 1.895 -0.483 -1.354 -0.1 0.1 0.0
C 2.668 -2.430 -1.685 0.0 0.0 0.0
H 3.949 -0.174 0.374 0.0 0.0 0.0
H 3.553 1.400 -0.408 0.0 0.0 0.0
H 4.439 0.161 -1.316 0.0 0.0 0.0
H 3.349 -2.332 -2.529 0.0 0.0 0.0
H 1.851 -3.097 -1.943 0.0 0.0 0.0
H 3.201 -2.765 -0.800 0.0 0.0 0.0
Se 2.280 -4.660 2.762 0.1 -0.3 0.2
C 1.567 -3.413 1.973 -0.1 0.3 -0.3
N 1.007 -2.472 1.356 0.1 -0.2 0.5
C -5.372 -1.246 1.294 0.0 0.1 0.1
Ge -4.665 -2.725 0.260 0.0 -0.1 0.0
C -5.130 -4.484 0.909 0.0 -0.1 0.1
C -4.916 -2.481 -1.652 0.0 0.0 -0.1
C -2.647 -2.628 0.649 -0.1 0.0 0.0
Se -1.768 -1.213 -0.361 0.3 0.1 0.1
C -1.331 -2.139 -2.013 -0.1 0.0 0.1
H -6.445 -1.155 1.129 0.0 0.0 0.0
H -4.921 -0.295 0.999 0.0 0.0 0.0
H -5.211 -1.404 2.361 0.0 0.0 0.0
H -6.207 -4.633 0.835 0.0 0.0 0.0
H -4.852 -4.603 1.956 0.0 0.0 0.0
H -4.646 -5.263 0.320 0.0 0.0 0.0
H -5.986 -2.420 -1.859 0.0 0.0 0.0
H -4.529 -3.325 -2.224 0.0 0.0 0.0
H -4.482 -1.550 -2.022 0.0 0.0 0.0
H -2.101 -3.548 0.444 0.0 0.0 0.0
H -2.528 -2.364 1.702 0.0 0.0 0.0
H -2.284 -2.443 -2.441 0.0 0.0 -0.1
H -0.715 -3.008 -1.799 0.0 0.0 0.0
H -0.840 -1.429 -2.674 0.0 0.0 0.0
```
Forces are in eV/Å.

Calculated values
LUMO level = -12.0 eV
Total charge = +3
Multiplicity = 1
Total energy = -310893.209 eV
Energy relative to the best compared isomer or geometry (same formula, charge and spin) = 3.3 kcal per mole
E_HOMO = -17.53 eV

---

Here is a 2-piece molecular cluster, C4H7I2P overall from the Open Molecules 2025 dataset. Energies are from ωB97M-V with the def2-TZVPD basis set.

```
14
Properties=species:S:1:pos:R:3:forces:R:3
C 1.297 1.133 2.713 1.4 -1.8 0.5
C 0.375 -0.048 3.125 -0.5 1.2 -1.1
C 1.092 1.421 1.311 -0.2 0.3 -3.2
C 0.443 2.530 0.993 -0.8 -0.3 -1.1
P -1.276 0.844 3.127 -0.4 -1.0 0.2
I -1.305 -1.408 -3.438 0.0 0.0 0.0
I -0.630 2.905 -0.836 0.9 -0.1 0.7
H 1.244 1.992 3.377 -0.2 0.0 0.0
H 2.296 0.760 2.684 1.2 -0.3 0.9
H 0.414 -0.849 2.368 0.0 0.4 0.4
H 0.689 -0.443 4.065 0.0 -0.2 0.8
H 1.466 0.684 0.498 -0.9 1.1 1.6
H 0.172 3.217 1.767 -0.3 0.4 0.1
H -1.905 -0.078 2.236 -0.1 0.3 0.1
```
Forces are in eV/Å.

Calculated values
LUMO level (spin up / spin down) = 0.4 / -3.3 eV
Multiplicity = 3
Total energy = -29747.945 eV
Energy relative to the best compared isomer or geometry (same formula, charge and spin) = 5.9 kcal per mole
E_HOMO (spin up / spin down) = -8.27 / -9.02 eV

---

- What is the energy relative to the best compared isomer or geometry (same formula, charge and spin) in the fourth record?
  79.5 kcal per mole